1.
Entry from OMol25: a molecular structure, C36H43BrN4OTeZn (the ωB97M-V functional and the def2-TZVPD basis).

Cartesian coordinates (Å):
1 Zn 2.4113 0.3091 0.4147
2 Br 6.6635 -0.0826 -5.5776
3 C 5.9826 -0.0955 -3.8023
4 C 4.6138 -0.0020 -3.5897
5 C 4.1260 -0.0116 -2.2994
6 C 4.9826 -0.1147 -1.1909
7 C 6.3619 -0.2050 -1.4391
8 C 6.8548 -0.1955 -2.7349
9 N 4.3961 -0.1291 0.0604
10 C 5.1026 -0.2766 1.1820
11 C 4.4258 -0.2923 2.4246
12 C 5.0805 -0.4775 3.6677
13 C 4.3443 -0.5096 4.8190
14 C 2.9459 -0.3630 4.7612
15 C 2.3728 -0.1759 3.5211
16 N 3.0717 -0.1294 2.3907
17 H 3.9334 0.0809 -4.4263
18 H 3.0582 0.0665 -2.1319
19 H 7.0674 -0.2790 -0.6248
20 H 7.9207 -0.2647 -2.9079
21 H 6.1803 -0.3963 1.1872
22 H 6.1565 -0.5960 3.6872
23 H 4.8387 -0.6513 5.7726
24 H 2.3300 -0.3937 5.6479
25 H 1.2991 -0.0600 3.4106
26 C 0.4098 2.6720 1.6316
27 C 1.0456 3.0084 0.2723
28 C 1.3863 4.5030 0.2334
29 C 0.0463 2.6909 -0.8532
30 N 2.2109 2.2228 0.0047
31 H -0.4853 3.2690 1.8356
32 H 1.1307 2.8499 2.4336
33 H 0.1272 1.6159 1.6635
34 H 0.5044 5.1286 0.4048
35 H 1.8175 4.7575 -0.7356
36 H 2.1283 4.7391 0.9984
37 H -0.8706 3.2792 -0.7400
38 H -0.2141 1.6309 -0.8365
39 H 0.4919 2.9203 -1.8228
40 C 2.6034 -3.0106 0.2040
41 C 1.1985 -2.4208 0.2488
42 O 0.2282 -3.1783 0.4584
43 N 1.0871 -1.1189 -0.0050
44 Te -1.1498 -0.7531 0.5816
45 C -2.7802 0.7445 0.7019
46 C -3.1686 1.1605 1.9806
47 C -2.5254 0.6887 3.2619
48 C -4.2151 2.0762 2.1178
49 C -4.8664 2.6112 1.0230
50 C -5.9799 3.6103 1.1810
51 C -4.4356 2.2230 -0.2402
52 C -3.4038 1.3106 -0.4213
53 C -2.9951 0.9755 -1.8272
54 C -2.2130 -1.9452 -0.8134
55 C -3.4116 -2.5342 -0.4103
56 C -4.0052 -2.4233 0.9697
57 C -4.1274 -3.3087 -1.3270
58 C -3.6823 -3.5148 -2.6183
59 C -4.4790 -4.3288 -3.6007
60 C -2.4799 -2.9261 -2.9911
61 C -1.7341 -2.1459 -2.1178
62 C -0.4559 -1.5490 -2.6291
63 H 2.5552 -4.0561 0.5040
64 H 3.2907 -2.4669 0.8485
65 H 2.9995 -2.9455 -0.8120
66 H -1.4825 0.4109 3.1463
67 H -3.0421 -0.1858 3.6682
68 H -2.5760 1.4805 4.0107
69 H -4.5098 2.3871 3.1159
70 H -6.2392 3.7485 2.2309
71 H -6.8793 3.2897 0.6515
72 H -5.6956 4.5845 0.7769
73 H -4.9138 2.6476 -1.1180
74 H -3.4642 1.6643 -2.5301
75 H -3.2819 -0.0409 -2.1019
76 H -1.9133 1.0503 -1.9481
77 H -3.5822 -1.6211 1.5649
78 H -3.8509 -3.3563 1.5166
79 H -5.0806 -2.2488 0.8960
80 H -5.0616 -3.7608 -1.0080
81 H -5.3518 -4.7736 -3.1229
82 H -3.8809 -5.1352 -4.0286
83 H -4.8286 -3.7081 -4.4288
84 H -2.1086 -3.0722 -4.0007
85 H -0.4203 -1.6276 -3.7161
86 H 0.4117 -2.0509 -2.2035
87 H -0.3519 -0.4988 -2.3506

2S+1: 2
E_LUMO (alpha / beta): 2.22 / 2.20 eV
charge: -1
orbital gap (alpha / beta): 5.47 / 6.29 eV
⟨S²⟩: 1.79
E_HOMO (alpha / beta): -3.256 / -4.092 eV

***

2.
Entry from OMol25: a molecular structure, C36H43BrN4OTeZn (the ωB97M-V functional and the def2-TZVPD basis).

Cartesian coordinates (Å):
1 Zn 2.7451 0.7548 0.3348
2 Br 7.7448 -0.0880 -5.0684
3 C 6.8235 -0.0121 -3.4049
4 C 5.4877 0.3620 -3.3739
5 C 4.8251 0.4142 -2.1644
6 C 5.4710 0.0941 -0.9583
7 C 6.8251 -0.2713 -1.0241
8 C 7.4934 -0.3250 -2.2373
9 N 4.7286 0.1689 0.2047
10 C 5.2155 -0.2094 1.3856
11 C 4.4008 -0.1246 2.5334
12 C 4.8417 -0.5261 3.8196
13 C 3.9935 -0.4360 4.8867
14 C 2.6877 0.0545 4.6976
15 C 2.3198 0.4265 3.4233
16 N 3.1303 0.3515 2.3680
17 H 4.9692 0.6118 -4.2894
18 H 3.7843 0.7138 -2.1346
19 H 7.3773 -0.5075 -0.1256
20 H 8.5373 -0.6073 -2.2697
21 H 6.2144 -0.6161 1.5016
22 H 5.8496 -0.9051 3.9339
23 H 4.3235 -0.7442 5.8712
24 H 1.9857 0.1354 5.5145
25 H 1.3242 0.8067 3.2225
26 C 0.2459 2.5748 1.1546
27 C 0.9276 2.9995 -0.1573
28 C 0.8844 4.5342 -0.2636
29 C 0.1501 2.4010 -1.3418
30 N 2.2799 2.5344 -0.2517
31 H -0.7779 2.9556 1.2263
32 H 0.8172 2.9491 2.0088
33 H 0.2034 1.4818 1.2143
34 H -0.1410 4.9167 -0.2360
35 H 1.3572 4.8463 -1.1959
36 H 1.4440 4.9793 0.5622
37 H -0.8833 2.7607 -1.3291
38 H 0.1409 1.3105 -1.2846
39 H 0.6151 2.7030 -2.2826
40 C 3.0384 -2.8828 0.0695
41 C 1.7025 -2.1867 -0.2111
42 O 0.6628 -2.8756 -0.3442
43 N 1.7943 -0.8892 -0.3027
44 Te -1.3907 -0.9861 0.3357
45 C -2.8392 0.5282 0.7911
46 C -3.0106 0.8981 2.1331
47 C -2.2850 0.2020 3.2539
48 C -3.8594 1.9565 2.4511
49 C -4.5465 2.6604 1.4755
50 C -5.4478 3.8137 1.8289
51 C -4.3650 2.2835 0.1522
52 C -3.5207 1.2384 -0.2103
53 C -3.3694 0.9182 -1.6713
54 C -2.6361 -2.1237 -0.9443
55 C -3.8335 -2.6674 -0.4601
56 C -4.2652 -2.5080 0.9718
57 C -4.6484 -3.3876 -1.3313
58 C -4.2964 -3.5967 -2.6554
59 C -5.1875 -4.3761 -3.5859
60 C -3.0949 -3.0683 -3.1062
61 C -2.2551 -2.3298 -2.2789
62 C -0.9703 -1.7946 -2.8448
63 H 2.8681 -3.9574 0.0461
64 H 3.4177 -2.5908 1.0499
65 H 3.7837 -2.6059 -0.6769
66 H -1.2099 0.3966 3.2081
67 H -2.4085 -0.8803 3.1930
68 H -2.6483 0.5499 4.2214
69 H -3.9796 2.2372 3.4932
70 H -5.5438 3.9206 2.9095
71 H -6.4473 3.6764 1.4118
72 H -5.0551 4.7527 1.4329
73 H -4.8863 2.8289 -0.6293
74 H -3.7447 1.7405 -2.2817
75 H -3.9154 0.0120 -1.9412
76 H -2.3216 0.7494 -1.9231
77 H -4.5028 -1.4688 1.2072
78 H -3.4616 -2.8089 1.6471
79 H -5.1457 -3.1189 1.1753
80 H -5.5795 -3.8014 -0.9566
81 H -6.0511 -4.7799 -3.0572
82 H -4.6482 -5.2095 -4.0401
83 H -5.5554 -3.7452 -4.3981
84 H -2.7977 -3.2301 -4.1380
85 H -0.9447 -1.9284 -3.9269
86 H -0.1147 -2.2996 -2.3940
87 H -0.8463 -0.7340 -2.6190

2S+1: 2
E_LUMO (alpha / beta): 2.06 / 2.42 eV
charge: -1
orbital gap (alpha / beta): 6.91 / 5.84 eV
⟨S²⟩: 1.77
E_HOMO (alpha / beta): -4.848 / -3.418 eV

***

Which of them is the most stable? Correct choice: 2.

***

1.
Entry from OMol25: 3 unconnected molecules or ions with the total composition C4H10O3 (the ωB97M-V functional and the def2-TZVPD basis).

Cartesian coordinates (Å):
1 C -1.6746 1.2060 0.5497
2 C -1.6544 0.4999 -0.5728
3 C -0.4808 -0.0531 -1.2490
4 C -0.5478 -0.5132 -2.5044
5 O 0.7437 0.2028 -0.6796
6 H -0.7987 1.5053 1.1094
7 H -2.6031 1.4463 1.0499
8 H -2.5640 0.4681 -1.1602
9 H 0.2590 -0.9903 -3.0379
10 H -1.5667 -0.5950 -2.8658
11 H 0.7729 1.0264 -0.1795
12 O 0.9398 -1.9727 1.4729
13 H 0.4320 -1.4980 0.8031
14 H 0.9435 -2.8847 1.1594
15 O 1.8031 0.9827 1.8482
16 H 1.8443 0.0206 1.9522
17 H 1.2262 1.2286 2.5905

SMILES string: C=CC(=C)O.O.O
2S+1: 1
E_LUMO: 0.66 eV
charge: 0
orbital gap: 9.56 eV
E_HOMO: -8.903 eV

***

2.
Entry from OMol25: C4H10O3 in the gas phase (the ωB97M-V functional and the def2-TZVPD basis).

Cartesian coordinates (Å):
1 C 2.3440 -0.3898 -0.1459
2 C 1.1000 0.4279 -0.4480
3 O 0.1320 -0.4016 -1.1089
4 C -1.1468 -0.2866 -0.5898
5 C -1.3583 -1.0035 0.7366
6 O -1.6839 1.0933 -0.5623
7 O -1.4359 1.7832 0.6726
8 H 2.7559 -0.7831 -1.0720
9 H 3.0924 0.2412 0.3272
10 H 2.1066 -1.2217 0.5127
11 H 1.3372 1.2761 -1.1016
12 H 0.6598 0.8431 0.4822
13 H -1.7916 -0.7075 -1.3736
14 H -0.9041 -0.4290 1.5421
15 H -0.9162 -1.9942 0.6879
16 H -2.4235 -1.0781 0.9379
17 H -1.8674 2.6303 0.5029

SMILES string: CCO[C@@H](C)OO
2S+1: 1
E_LUMO: 0.84 eV
charge: 0
orbital gap: 10.55 eV
E_HOMO: -9.709 eV

***

Which of them is the most stable? Correct choice: 1.

***

1.
Entry from OMol25: a molecular structure, H17O9 (the ωB97M-V functional and the def2-TZVPD basis).

Cartesian coordinates (Å):
1 O 1.0867 0.7833 -0.0846
2 H -1.1978 3.3672 -1.1629
3 H 0.3923 -0.1914 -0.0291
4 O -1.4997 -0.0595 -2.1501
5 H -1.1444 0.6993 -1.8884
6 O 2.2412 2.8357 -1.0267
7 H 1.4356 2.2832 -1.1629
8 H 2.3756 2.7231 -0.0656
9 O -3.4483 1.6640 -0.9978
10 H 1.9569 0.4579 -0.1507
11 H -3.2675 1.0199 -1.6467
12 O 0.1178 -1.4361 0.0705
13 H 0.9224 -1.7241 -0.4707
14 H -3.0673 1.4733 -0.1597
15 O 2.9405 -2.2465 1.7550
16 H 1.9798 -2.0458 1.7601
17 H 3.3270 -1.3183 1.6386
18 O -1.7822 3.2138 -0.3740
19 H -1.0658 3.0636 0.1518
20 H -1.3120 -0.8481 -1.4945
21 O -0.9423 -3.6689 0.1933
22 H -0.3156 -3.7067 0.9345
23 H -0.8886 -2.6832 0.0673
24 O 0.4425 -1.5804 2.2578
25 H 0.2460 -0.8649 2.7204
26 H 0.4673 -1.2104 1.3153

2S+1: 1
E_LUMO: 3.05 eV
charge: -1
orbital gap: 9.55 eV
E_HOMO: -6.500 eV

***

2.
Entry from OMol25: 9 unconnected molecules or ions with the total composition H17O9 (the ωB97M-V functional and the def2-TZVPD basis).

Cartesian coordinates (Å):
1 O 0.4312 2.8300 1.5190
2 H 1.6352 0.2838 1.6631
3 H 0.0570 -2.0155 -1.2538
4 O -0.4563 0.3796 3.7947
5 H 0.4881 2.3655 -1.2846
6 O -1.3885 0.2037 -1.2336
7 H -0.5617 0.6122 -0.8492
8 H -1.4909 -0.6568 -0.7635
9 O 0.9051 1.6814 -0.7506
10 H -0.8110 -0.1521 -3.0266
11 H -0.4012 -2.8261 -0.1384
12 O -0.3743 -2.8744 -1.1077
13 H 0.9266 3.6383 1.3382
14 H -0.1242 -2.5203 2.4309
15 O -1.4527 -0.2108 -3.7717
16 H -1.6098 -2.6908 2.2894
17 H -0.2177 -0.2522 3.0834
18 O 0.9258 -0.3589 1.6126
19 H 0.2862 -0.1313 0.9321
20 H 0.0026 1.1454 3.4166
21 O 1.7795 0.3613 -2.5707
22 H 2.1354 0.8235 -3.3333
23 H 1.6913 1.0380 -1.7251
24 O -0.7986 -3.2127 2.3108
25 H -2.1521 0.1573 -3.1996
26 H 0.5751 2.3821 0.6177

2S+1: 1
E_LUMO: 3.02 eV
charge: -1
orbital gap: 8.99 eV
E_HOMO: -5.966 eV

***

Which of them is the most stable? Correct choice: 2.

***

1.
Entry from OMol25: 9 unconnected molecules or ions with the total composition H17O9 (the ωB97M-V functional and the def2-TZVPD basis).

Cartesian coordinates (Å):
1 O 0.2925 -3.1914 -1.5122
2 H -1.8701 2.2271 -0.6932
3 H 0.6347 -2.3223 -1.7906
4 O -1.6520 -1.7050 1.5210
5 H -2.1075 -0.8319 1.5774
6 O 1.8863 -2.1243 0.7018
7 H 2.4611 -1.8299 1.3726
8 H 1.2184 -1.3946 0.7649
9 O -2.1649 2.3331 1.7021
10 H 0.9083 -3.2110 -0.6933
11 H -1.8120 1.4376 1.7789
12 O 0.2344 -0.0043 0.4971
13 H -0.4837 0.6455 0.3602
14 H -1.5686 3.0676 1.7877
15 O 2.4111 0.3973 -0.7776
16 H 1.6334 0.1105 -0.1635
17 H 3.1946 -0.0463 -0.5834
18 O -1.4723 2.8321 -1.2652
19 H -0.5040 2.7667 -1.3875
20 H -0.8520 -1.5977 1.0197
21 O -0.8127 0.4055 2.8144
22 H -0.2659 1.0592 3.2568
23 H -0.2490 0.1612 1.9400
24 O 0.9721 0.7714 -3.8920
25 H 0.2701 1.2983 -3.6260
26 H 1.8082 0.9350 -3.4726

2S+1: 1
E_LUMO: 3.19 eV
charge: -1
orbital gap: 9.62 eV
E_HOMO: -6.429 eV

***

2.
Entry from OMol25: 9 unconnected molecules or ions with the total composition H17O9 (the ωB97M-V functional and the def2-TZVPD basis).

Cartesian coordinates (Å):
1 O -0.6015 0.4249 -2.3242
2 H 0.3993 2.4378 0.7510
3 H -2.7490 1.5643 0.2243
4 O 1.9579 -1.7956 -2.2577
5 H 1.4319 -1.4840 -1.4963
6 O -2.6723 -1.8092 0.9516
7 H -2.6383 -1.8902 1.8993
8 H -2.0466 -1.0772 0.7747
9 O 0.1943 -1.1677 -0.1371
10 H 1.0219 2.7251 -1.0536
11 H 0.6271 -1.8464 0.4026
12 O -2.1565 0.8309 0.3813
13 H -0.3802 0.3820 -1.3856
14 H 0.6759 -0.4177 0.2541
15 O 0.8596 2.8895 -1.9915
16 H 0.6768 0.7752 1.7708
17 H 0.2869 2.1675 -2.2822
18 O 0.1470 1.5719 0.4167
19 H -1.1294 1.1364 0.1477
20 H 1.5805 -1.2953 -2.9890
21 O 2.2379 -1.8371 1.9971
22 H 1.8321 -2.3895 1.3357
23 H 1.8032 -0.9673 1.9118
24 O 0.5513 0.1599 2.5372
25 H -0.4168 0.1273 2.5025
26 H -1.4930 0.7845 -2.3411

2S+1: 1
E_LUMO: 3.32 eV
charge: -1
orbital gap: 9.58 eV
E_HOMO: -6.255 eV

***

3.
Entry from OMol25: 9 unconnected molecules or ions with the total composition H17O9 (the ωB97M-V functional and the def2-TZVPD basis).

Cartesian coordinates (Å):
1 O 0.6705 -2.6495 2.2187
2 H 2.2715 -0.5103 -0.6453
3 H -0.9366 2.7179 0.5993
4 O 2.2416 0.9011 0.5612
5 H 0.6201 1.4813 -2.8107
6 O -0.2490 1.5901 2.8408
7 H -1.1297 1.9666 2.7277
8 H -0.1385 1.0504 2.0456
9 O 0.2100 1.0224 -3.5484
10 H -0.1691 2.1089 -0.6233
11 H -2.9832 -1.6260 -0.5581
12 O -1.7365 3.2398 1.0041
13 H -0.0776 -2.5117 2.8074
14 H -0.7460 1.0423 -3.5392
15 O -0.1529 1.3830 0.0134
16 H -2.2522 -1.1867 -1.9553
17 H 2.5182 0.2960 1.2568
18 O 2.9204 -1.0887 -1.1167
19 H 2.4268 -1.3742 -1.8929
20 H 1.0666 0.9533 0.4851
21 O -0.6111 -3.1413 -0.4584
22 H -0.1425 -3.2811 -1.2894
23 H -1.0788 -2.3220 -0.6432
24 O -3.0442 -1.2057 -1.4173
25 H -1.2801 3.5120 1.8090
26 H 0.2580 -2.7092 1.3377

2S+1: 1
E_LUMO: 2.64 eV
charge: -1
orbital gap: 8.28 eV
E_HOMO: -5.641 eV

***

4.
Entry from OMol25: 9 unconnected molecules or ions with the total composition H17O9 (the ωB97M-V functional and the def2-TZVPD basis).

Cartesian coordinates (Å):
1 O -1.8468 1.1505 -2.5185
2 H -0.1399 -2.6587 2.3687
3 H -0.1443 -1.0228 0.6202
4 O -1.1119 -3.2249 -1.8683
5 H -1.5124 -2.3037 -2.0450
6 O 0.1305 3.5203 0.0079
7 H 0.3812 2.8869 -0.6490
8 H -0.7298 3.0012 0.1641
9 O 2.2083 0.7863 1.0311
10 H -2.3380 0.4857 -2.7614
11 H 2.3102 0.4211 0.0764
12 O -0.4023 -0.4524 1.3211
13 H -0.9527 0.0555 0.9144
14 H 1.4079 1.2036 1.2470
15 O 0.5696 0.3176 -2.3234
16 H 0.8415 1.0565 -1.7501
17 H -0.4742 0.5285 -2.4778
18 O -1.0380 -2.3988 2.6959
19 H -0.7862 -1.4233 2.4613
20 H -1.1053 -3.3105 -0.9260
21 O 3.4882 -1.0660 1.6789
22 H 2.7312 -0.7285 1.9629
23 H 3.2368 -1.9882 1.5811
24 O -1.8316 1.4025 -0.0462
25 H -2.1163 1.9179 0.5765
26 H -1.9379 1.5978 -1.1909

2S+1: 1
E_LUMO: 2.85 eV
charge: -1
orbital gap: 9.01 eV
E_HOMO: -6.164 eV

***

Which of them is the most stable? Correct choice: 2.